(1)
ORCA calculation (ωB97M-V/def2-TZVPD) on one molecule with the formula C8H12BClO3.

XYZ file:
```
25
Properties=species:S:1:pos:R:3:forces:R:3
C 1.53742 -0.61509 -3.15987 -1.446 1.744 1.593
C 0.77299 -0.99559 -1.84327 -0.185 -1.252 1.878
H -2.51841 2.55173 1.62415 0.801 0.148 -0.690
C -1.57643 -0.65547 1.96325 0.086 -1.827 2.455
H 0.21646 -1.98066 -1.93806 0.307 1.122 -0.015
C -0.35125 0.23209 0.05132 0.842 -1.623 -0.941
H 2.36070 -1.30133 -3.39633 -0.279 0.319 0.223
H -1.45279 -1.49912 2.72105 -0.703 1.226 -1.025
H 1.46017 -1.16077 -0.92490 -0.291 0.037 -1.721
C -1.85482 1.71517 1.37989 -1.600 -2.326 1.155
H -1.08046 2.29223 -0.44059 0.382 -0.976 0.398
O -0.12769 0.05785 -1.38523 0.314 0.423 -0.552
B 1.08446 0.47328 0.77130 0.228 -2.377 2.749
C -1.11458 -0.98434 0.58533 -0.037 1.090 -0.873
C -2.05651 0.54657 2.31031 1.183 1.331 -0.268
H -2.43886 0.89932 3.27873 0.211 -1.110 -0.156
H 2.78969 1.47307 0.73481 0.410 -0.087 0.565
H -0.61592 -1.91802 0.32885 0.424 0.185 1.092
H 1.85614 0.40905 -2.79485 0.370 -0.943 -1.269
O 1.94535 1.33395 0.33368 0.742 2.768 -3.188
O 1.53841 -0.19560 1.93358 0.179 -1.424 0.015
C -1.13115 1.46130 0.30554 -0.306 3.029 -1.880
Cl -2.58899 -1.23802 -0.44271 -0.523 -0.012 -0.246
H 0.83586 -0.48677 -4.03961 0.785 -0.264 1.115
H 2.51021 -0.41482 2.04363 -1.892 0.800 -0.414
```
Forces are in eV/Å.

Calculated values
**LUMO**: 0.130 eV
**Relative energy (zero: lowest compared OMol25 entry of this formula, charge and spin)**: 0.559 eV
**2S+1**: 1
**Frontier orbital gap**: 8.6 eV
**HOMO level**: -8.52 eV
**SMILES**: CCO[C@@]1(B(O)O)C=CC=C[C@H]1Cl

=====

(2)
ORCA calculation (ωB97M-V/def2-TZVPD) on one molecule with the formula C2H3N5O.

XYZ file:
```
11
Properties=species:S:1:pos:R:3:forces:R:3
N 0.93251 1.03271 -0.20019 -5.642 5.799 2.904
O -2.12601 1.08354 -0.17125 2.466 -4.892 1.396
C -1.83554 -0.14752 0.06800 -4.079 2.701 -1.928
H 0.39860 1.81903 0.41872 1.302 -2.089 -2.802
N 2.61481 -0.15801 -0.04390 -0.923 1.683 0.320
N -0.65102 -0.84061 -0.23195 -8.305 -3.563 2.144
H -2.79117 -0.82713 0.32784 2.437 1.004 -0.250
C 0.47217 -0.23342 -0.17840 3.420 3.790 0.001
N 2.21790 1.08778 -0.02361 2.363 -1.797 -0.269
N 1.49357 -0.89441 -0.10021 6.019 -6.374 -0.092
H -0.72583 -1.92195 0.13495 0.941 3.738 -1.424
```
Forces are in eV/Å.

Calculated values
**LUMO**: 0.075 eV
**Relative energy (zero: lowest compared OMol25 entry of this formula, charge and spin)**: 3.806 eV
**2S+1**: 1
**Frontier orbital gap**: 10.3 eV
**HOMO level**: -10.20 eV
**SMILES**: O=CNc1nnn[nH]1

=====

These records have max |F| values of 0.0834; 0.1806 Eh/bohr, in the order they appear.